Version P
{"formula": "C6H7NO3", "method": "ωB97M-V with the def2-TZVPD basis set", "lumo_energy_ev": [-1.4, -0.4], "orbital_gap_ev": [5.5, 9.1], "e_homo_ev": [-6.9, -9.5], "elements": ["C", "C", "C", "C", "C", "C", "N", "O", "O", "O", "H", "H", "H", "H", "H", "H", "H"], "coordinates": [[-0.17630, 2.37580, -0.08276], [-0.03873, 1.39112, -1.01880], [-0.76072, 1.87823, 1.04308], [-0.51162, 0.17975, -0.35271], [-0.82413, -2.09276, 0.46958], [-0.54089, -1.10774, -0.66302], [2.39408, -0.68900, -0.42042], [2.60908, 0.48510, -0.42215], [2.82203, -1.63518, 0.21034], [-0.96080, 0.55540, 0.89889], [-0.08892, 3.38477, -0.30846], [0.16884, 1.46238, -2.08426], [-1.15300, 2.39589, 1.95134], [-1.08514, -1.54050, 1.35253], [-1.58259, -2.75511, 0.24316], [0.07872, -2.68042, 0.75896], [-0.34990, -1.60774, -1.57532]], "mulliken_charge": [-0.291, -0.833, -0.446, 0.669, -1.065, -0.217, 0.702, -0.357, -0.424, -0.376, 0.467, 0.422, 0.398, 0.331, 0.367, 0.240, 0.411]}


Version Q
{"formula": "C6H7NO3", "method": "ωB97M-V with the def2-TZVPD basis set", "lumo_energy_ev": [-1.1, -1.1], "smiles": "CON1CCC12C(=O)C2=O", "orbital_gap_ev": [7.7, 7.7], "e_homo_ev": [-8.8, -8.8], "elements": ["C", "C", "C", "C", "C", "C", "N", "O", "O", "O", "H", "H", "H", "H", "H", "H", "H"], "coordinates": [[-2.19220, -0.07498, 0.42035], [-1.86315, 0.75128, -0.60762], [-0.43187, -1.71190, -0.72870], [1.10309, -1.28242, -0.32997], [-0.83762, -0.34150, -0.30507], [1.36638, 1.95426, 0.91590], [0.51314, -0.05893, 0.00971], [-2.97844, -0.81271, 0.98914], [-1.85680, 1.83681, -1.11841], [1.15326, 1.20156, -0.25746], [-0.61590, -1.83517, -1.77428], [-0.81454, -2.62809, -0.03850], [1.42860, -1.83235, 0.48215], [1.81443, -1.44384, -1.19503], [1.38767, 2.85911, 0.48508], [2.33876, 1.52034, 1.47501], [0.48519, 1.89853, 1.57770]], "mulliken_charge": [0.259, 0.213, -0.463, -0.712, 0.346, -0.472, 0.255, -0.533, -0.495, -0.269, 0.288, 0.253, 0.335, 0.272, 0.315, 0.185, 0.223]}


Version R
{"formula": "C6H7NO3", "method": "ωB97M-V with the def2-TZVPD basis set", "lumo_energy_ev": 0.6, "smiles": "[H]/N=C(/O)[C@@H]1OC2(CC2)C1=O", "orbital_gap_ev": 10.6, "e_homo_ev": -10.0, "elements": ["O", "C", "C", "O", "C", "C", "C", "C", "N", "H", "H", "H", "H", "H", "O", "H", "H"], "coordinates": [[1.23776, -0.42388, 1.85762], [0.38500, -0.14478, 1.06907], [-0.94795, -0.76424, 0.59973], [-1.13001, 0.34513, -0.28098], [0.09505, 0.96221, 0.11862], [0.29654, 2.43644, 0.24293], [1.01907, 1.66700, -0.82528], [-0.86201, -2.07328, -0.14472], [-0.43716, -2.21876, -1.34442], [-1.71054, -0.83538, 1.39069], [-0.55374, 3.04865, -0.06019], [0.85171, 2.78924, 1.11300], [2.08624, 1.47179, -0.71220], [0.65714, 1.75632, -1.85024], [-0.58944, -3.09979, 0.64757], [-0.56030, -1.35321, -1.86855], [0.16262, -3.56347, 0.04738]], "mulliken_charge": [-0.562, 0.302, 0.223, -0.549, 0.711, -0.583, -0.728, 0.439, -0.818, 0.429, 0.236, 0.255, 0.261, 0.237, -0.524, 0.274, 0.397]}


Which of them is the most stable, and which is the least stable? version R and version Q, in that order.


Version P
{"formula": "C15H21Cl3N6O3PdSSi", "method": "ωB97M-V with the def2-TZVPD basis set", "lumo_energy_ev": [-2.6, -2.6], "orbital_gap_ev": [5.5, 5.6], "e_homo_ev": [-8.1, -8.1], "elements": ["Pd", "N", "C", "C", "C", "C", "C", "C", "S", "O", "O", "N", "C", "N", "C", "C", "C", "N", "H", "H", "H", "H", "H", "H", "H", "H", "H", "Cl", "Si", "Cl", "Cl", "C", "N", "C", "C", "O", "N", "C", "C", "H", "H", "H", "H", "H", "H", "H", "H", "H", "H", "H", "H"], "coordinates": [[0.46790, 0.48407, 0.85116], [3.69960, -5.71423, 1.45456], [3.19060, -4.59583, 0.84976], [3.03960, -4.55433, -0.54284], [2.55500, -3.42043, -1.15454], [2.21640, -2.31513, -0.39374], [2.37880, -2.32423, 0.98106], [2.87060, -3.45643, 1.60156], [1.51530, -0.89753, -1.21274], [2.10420, 0.28617, -0.58404], [1.70100, -1.00593, -2.62824], [-0.05110, -0.80383, -0.81224], [-0.86030, -1.85343, -0.80524], [-2.13450, -1.62573, -0.42674], [-2.96850, -2.63453, -0.41774], [-2.59210, -3.92083, -0.78734], [-1.25950, -4.06903, -1.14064], [-0.40320, -3.07193, -1.14364], [3.72060, -6.57033, 0.92526], [3.59540, -5.80733, 2.45066], [3.29980, -5.41943, -1.13624], [2.42530, -3.35933, -2.22284], [2.13290, -1.43313, 1.56706], [3.00890, -3.47263, 2.67246], [-3.97660, -2.40933, -0.09064], [-3.28100, -4.74703, -0.79294], [-0.85170, -5.03093, -1.42754], [-0.33470, 3.12577, 2.79666], [1.18940, 1.71037, 2.69366], [-1.03790, -0.36343, 2.29856], [1.20480, 1.06307, 4.65696], [-2.09090, 1.59867, -1.12544], [-1.96480, 2.98457, -0.71074], [-3.11040, 3.49047, 0.02406], [-0.69050, 3.39007, -0.40264], [0.25500, 2.59247, -0.34234], [-0.48430, 4.72197, -0.23884], [0.77820, 5.18907, 0.28626], [-1.32830, 5.73407, -0.82514], [-3.05980, 1.47027, -1.60594], [-2.01820, 0.89807, -0.27284], [-1.29790, 1.36537, -1.83894], [-3.55200, 2.68657, 0.61936], [-3.87170, 3.86917, -0.66204], [-2.81090, 4.28047, 0.70646], [1.37680, 4.33047, 0.57636], [0.59860, 5.81687, 1.16066], [1.32240, 5.76567, -0.46474], [-2.04330, 5.28457, -1.50964], [-0.70390, 6.43287, -1.38754], [-1.86930, 6.30487, -0.06574]], "mulliken_charge": [0.529, -0.519, 1.087, -0.771, -0.420, 0.056, -0.361, -0.906, 1.729, -0.745, -0.754, 0.101, 0.016, -0.282, -0.145, -0.817, -0.082, -0.381, 0.207, 0.207, 0.292, 0.488, 0.365, 0.313, 0.431, 0.392, 0.427, -0.177, 0.293, -0.511, -0.210, -0.961, 0.198, -1.137, 0.399, -0.535, 0.353, -0.999, -1.172, 0.359, 0.350, 0.269, 0.396, 0.272, 0.390, 0.195, 0.343, 0.366, 0.376, 0.373, 0.312]}


Version Q
{"formula": "C15H21Cl3N6O3PdSSi", "method": "ωB97M-V with the def2-TZVPD basis set", "lumo_energy_ev": 0.0, "orbital_gap_ev": 8.5, "e_homo_ev": -8.5, "elements": ["Pd", "N", "C", "C", "C", "C", "C", "C", "S", "O", "O", "N", "C", "N", "C", "C", "C", "N", "H", "H", "H", "H", "H", "H", "H", "H", "H", "Cl", "Si", "Cl", "Cl", "C", "N", "C", "C", "O", "N", "C", "C", "H", "H", "H", "H", "H", "H", "H", "H", "H", "H", "H", "H"], "coordinates": [[0.04884, -2.19330, -2.10879], [-1.07557, 4.26522, 2.14810], [-0.93763, 3.42263, 1.05337], [-1.51858, 3.75243, -0.17260], [-1.42091, 2.89179, -1.24918], [-0.74897, 1.68435, -1.10686], [-0.16921, 1.34108, 0.10873], [-0.25819, 2.20849, 1.17924], [-0.69052, 0.57528, -2.46344], [-0.72361, 1.34106, -3.67247], [-1.68570, -0.47236, -2.27292], [0.64469, -0.28317, -2.25857], [1.93421, 0.02748, -2.57039], [2.79474, -1.02896, -2.71983], [4.08286, -0.75346, -2.96393], [4.53672, 0.53569, -3.09511], [3.57895, 1.53356, -2.97512], [2.30366, 1.29982, -2.71528], [-1.28383, 5.22774, 1.93975], [-0.38090, 4.16334, 2.86948], [-2.04189, 4.69488, -0.27987], [-1.84944, 3.15585, -2.20633], [0.35102, 0.39688, 0.20645], [0.19259, 1.93895, 2.12747], [4.74047, -1.60655, -3.06071], [5.57244, 0.75298, -3.30152], [3.85182, 2.57696, -3.09143], [0.41034, -4.57674, -1.97187], [2.00864, -3.02892, -2.25413], [2.90029, -3.83434, -3.91940], [3.26180, -3.40902, -0.67673], [-2.88472, -2.24001, 0.19035], [-2.25452, -1.43900, 1.22322], [-3.04635, -0.34671, 1.75199], [-0.92210, -1.62109, 1.48510], [-0.16449, -2.15709, 0.68481], [-0.44689, -1.09199, 2.68258], [0.99980, -1.05936, 2.80688], [-1.10781, -1.43385, 3.93243], [-3.32236, -1.59167, -0.56997], [-3.66721, -2.87328, 0.61751], [-2.13857, -2.87377, -0.28127], [-3.51990, 0.17690, 0.91758], [-2.41215, 0.36128, 2.27490], [-3.83782, -0.68715, 2.42858], [1.44723, -0.69103, 1.88757], [1.41435, -2.05320, 3.00813], [1.26257, -0.39495, 3.63135], [-2.14349, -1.70879, 3.76881], [-1.07778, -0.58980, 4.62541], [-0.60688, -2.28510, 4.40788]], "mulliken_charge": [0.507, -0.554, 1.110, -0.825, -0.628, -0.060, -0.287, -0.681, 1.606, -0.738, -0.689, -0.195, 0.266, -0.075, 0.143, -0.837, -0.186, -0.478, 0.232, 0.232, 0.301, 0.491, 0.139, 0.240, 0.381, 0.386, 0.428, -0.340, 0.633, -0.289, -0.298, -1.019, 0.424, -1.153, 0.232, -0.568, 0.383, -0.997, -1.149, 0.309, 0.334, 0.231, 0.362, 0.400, 0.287, 0.257, 0.348, 0.331, 0.398, 0.302, 0.353]}


Which of them is the most stable, and which is the least stable? version Q and version P, in that order.